75
Properties=species:S:1:pos:R:3:forces:R:3:mulliken_charge:R:1 method="wB97M-V/def2-TZVPD" e_homo_ha=-0.685 orbital_gap_ev=5.6 charge=+4 lumo_energy_ev=-13.03
Re -0.729 -1.118 -0.749 -0.329 -0.176 0.535 1.15
S 4.684 -7.386 -10.673 0.026 0.079 -0.044 -0.16
Sb 4.763 -5.605 -11.848 0.027 -0.080 -0.180 1.30
S 0.597 -1.720 -2.179 0.060 -0.035 -0.052 0.14
S -2.389 -0.412 -1.709 0.050 0.015 -0.005 0.13
S 4.789 -3.862 -13.078 0.019 -0.065 0.059 -0.14
C -2.404 3.428 2.448 -0.007 0.008 -0.001 -0.68
C -2.178 1.967 2.827 0.001 -0.010 0.005 -0.92
C -0.987 1.380 2.044 -0.014 0.003 0.002 -0.48
C -0.851 2.067 0.667 -0.008 -0.003 -0.017 1.26
C -2.246 2.403 0.123 0.003 -0.002 0.016 -0.90
C -2.826 3.549 0.974 0.006 -0.010 -0.003 -0.99
P 0.268 1.151 -0.433 -0.017 0.026 -0.052 -2.78
C 1.834 0.685 0.382 0.015 0.056 0.014 1.14
C 2.488 1.839 1.194 -0.008 -0.027 0.010 -1.05
C 3.392 1.276 2.301 0.007 0.006 0.002 -0.93
C 4.117 0.023 1.824 -0.003 0.015 -0.011 -0.73
C 3.124 -1.124 1.549 0.000 -0.034 -0.004 -1.05
C 1.718 -0.585 1.237 -0.007 0.055 -0.024 -0.22
C 0.665 1.981 -2.013 -0.030 -0.013 0.001 0.78
C -0.399 1.932 -3.124 0.001 -0.006 0.007 -0.72
C -0.072 2.998 -4.170 -0.001 0.006 0.000 -1.01
C -0.241 4.412 -3.591 0.000 -0.001 -0.001 -0.91
C 0.033 4.451 -2.082 -0.007 -0.001 0.004 -0.19
C 1.113 3.445 -1.700 0.018 -0.017 -0.019 -1.00
H -1.490 3.998 2.635 0.003 -0.004 -0.001 0.33
H -3.165 3.869 3.089 0.004 0.005 0.002 0.48
H -3.084 1.393 2.617 -0.002 0.003 -0.005 0.36
H -1.987 1.865 3.894 0.000 0.001 0.001 0.47
H -1.137 0.296 1.914 -0.001 0.008 0.004 -0.09
H -0.063 1.503 2.612 0.003 -0.008 0.004 0.21
H -0.307 3.015 0.782 0.014 -0.002 0.018 1.03
H -2.883 1.518 0.226 0.007 0.001 -0.011 0.44
H -2.237 2.686 -0.928 -0.009 0.003 -0.010 0.04
H -3.912 3.531 0.883 -0.001 -0.006 0.002 0.51
H -2.495 4.505 0.566 -0.005 0.003 0.000 0.24
H 2.478 0.436 -0.471 0.003 0.020 0.002 0.59
H 1.733 2.490 1.638 0.006 0.007 -0.012 0.26
H 3.077 2.452 0.512 0.005 0.001 -0.010 0.47
H 2.805 1.052 3.195 -0.007 -0.004 -0.001 0.30
H 4.104 2.047 2.591 -0.002 -0.002 0.009 0.51
H 4.848 -0.299 2.564 0.006 -0.004 -0.007 0.45
H 4.685 0.256 0.920 -0.012 0.004 -0.003 0.34
H 3.059 -1.789 2.411 -0.009 0.006 0.003 0.45
H 3.473 -1.728 0.709 0.001 -0.014 0.014 0.34
H 1.162 -0.375 2.150 -0.018 -0.003 0.014 0.32
H 1.170 -1.393 0.706 0.029 -0.037 0.016 -0.23
H 1.538 1.408 -2.346 -0.007 0.000 -0.011 0.73
H -1.400 2.127 -2.726 -0.005 0.003 0.007 0.26
H -0.417 0.938 -3.577 -0.001 0.001 -0.004 0.47
H -0.711 2.863 -5.041 0.004 -0.004 -0.003 0.47
H 0.954 2.842 -4.517 0.002 -0.001 0.003 0.37
H -1.249 4.778 -3.786 -0.002 -0.002 0.002 0.38
H 0.437 5.092 -4.106 -0.004 0.004 -0.001 0.33
H -0.883 4.242 -1.520 0.007 0.009 0.003 -0.32
H 0.345 5.448 -1.777 0.006 -0.001 -0.002 0.58
H 1.420 3.571 -0.661 0.011 -0.002 0.036 0.33
H 2.012 3.628 -2.293 0.001 0.005 0.010 0.61
O 0.264 -3.939 0.617 0.033 0.037 0.003 -0.52
C -0.713 -3.462 1.106 -0.141 -0.037 -0.007 0.64
O -1.267 -2.283 0.681 0.279 0.199 -0.342 -0.38
C -1.523 -4.094 2.218 -0.012 0.013 0.023 -0.20
N -0.767 -5.277 2.761 -0.012 -0.018 0.016 -0.18
C -1.818 -6.289 3.183 0.004 0.009 -0.001 -0.58
C -2.837 -6.171 2.067 -0.004 -0.002 0.003 -0.71
C -2.889 -4.668 1.741 0.011 0.006 -0.012 -0.54
H -1.657 -3.377 3.027 0.005 0.010 -0.007 0.44
H -0.143 -5.027 3.531 -0.012 0.001 0.004 0.37
H -0.176 -5.664 2.017 0.017 0.007 -0.004 0.41
H -2.205 -5.960 4.146 0.002 -0.001 0.002 0.34
H -1.347 -7.263 3.292 -0.005 -0.003 -0.004 0.40
H -3.806 -6.553 2.379 -0.002 -0.005 -0.011 0.37
H -2.521 -6.751 1.200 0.012 0.004 0.002 0.32
H -3.692 -4.165 2.274 0.007 -0.011 0.019 0.39
H -3.041 -4.497 0.677 -0.013 0.012 0.004 0.34

15
Properties=species:S:1:pos:R:3:forces:R:3:mulliken_charge:R:1 method="wB97M-V/def2-TZVPD" e_homo_ha=-0.299 orbital_gap_ev=8.4 lumo_energy_ev=0.21
C -1.489 -1.187 -0.665 -0.012 -0.010 -0.021 -1.35
C -0.234 -0.635 -0.064 -0.310 -0.079 -0.295 1.06
C 1.048 -0.266 -0.708 0.200 -0.113 0.184 -1.04
C 0.353 0.698 0.097 -0.020 0.033 -0.040 0.10
O -0.070 1.906 -0.845 0.191 0.022 -0.012 -0.46
C 0.158 0.599 1.587 0.149 0.302 0.170 -0.44
O -0.175 -0.789 1.417 0.001 -0.138 0.082 -0.46
H -1.475 -2.281 -0.603 0.015 0.139 -0.005 0.34
H -1.552 -0.915 -1.722 0.027 -0.030 0.161 0.33
H -2.378 -0.829 -0.136 0.118 -0.038 -0.059 0.30
H 2.015 -0.681 -0.422 -0.116 0.067 -0.060 0.15
H 0.335 1.249 -1.568 -0.047 0.090 0.064 0.56
H 0.603 2.606 -0.734 -0.153 -0.107 -0.040 0.39
H 1.041 0.761 2.216 -0.117 -0.038 -0.084 0.27
H -0.696 1.168 1.974 0.074 -0.100 -0.046 0.24

53
Properties=species:S:1:pos:R:3:forces:R:3:mulliken_charge:R:1 method="wB97M-V/def2-TZVPD" e_homo_ha=-0.259 orbital_gap_ev=7.4 lumo_energy_ev=0.35
Mg 0.259 0.355 0.145 -0.107 0.194 -0.218 1.29
N 3.729 1.782 -2.425 -0.007 -0.097 -0.009 -0.51
C 2.860 1.345 -1.451 0.019 0.234 0.060 0.62
S 1.286 2.093 -1.436 0.039 -0.091 0.020 -0.63
N 3.319 0.431 -0.652 -0.274 -0.006 0.106 -1.33
N 2.393 0.018 0.307 0.292 -0.118 -0.025 0.85
C 2.928 -0.645 1.268 -0.107 -0.012 0.035 -0.62
C 2.234 -1.216 2.411 0.108 0.027 -0.067 0.49
C 2.993 -2.043 3.254 -0.006 -0.022 0.046 -0.63
C 2.462 -2.613 4.390 0.024 0.039 -0.072 -0.78
C 1.130 -2.337 4.707 -0.065 -0.020 0.058 -0.46
C 0.360 -1.523 3.908 0.042 -0.019 -0.015 -0.66
C 0.877 -0.936 2.730 -0.041 0.029 -0.057 0.68
O 0.127 -0.168 2.001 -0.026 -0.046 0.117 -0.04
H 3.526 2.687 -2.813 -0.014 -0.008 -0.002 0.22
H 4.700 1.579 -2.244 -0.009 0.005 -0.019 0.26
H 4.007 -0.801 1.224 0.008 -0.004 -0.005 0.29
H 4.029 -2.224 2.991 0.001 -0.006 0.011 0.35
H 3.065 -3.249 5.023 -0.004 -0.004 0.007 0.39
H 0.691 -2.768 5.599 0.006 -0.001 -0.002 0.40
H -0.672 -1.309 4.158 -0.003 -0.005 0.008 0.42
O 0.325 -1.935 -0.186 -0.013 0.029 -0.074 -0.33
C -0.151 -2.804 -1.215 0.011 0.030 0.138 -0.85
C 0.485 -2.502 -2.559 -0.020 -0.066 -0.069 -0.79
C 0.453 -1.010 -2.907 0.032 0.062 -0.079 0.01
C -0.924 -0.422 -2.787 -0.013 -0.023 0.072 0.62
C -1.759 -0.351 -3.896 0.015 -0.023 -0.004 -0.80
C -3.053 0.114 -3.757 -0.015 0.003 -0.023 -0.42
C -3.493 0.487 -2.498 0.015 -0.009 0.037 -0.91
C -2.602 0.400 -1.445 -0.024 -0.006 0.030 -0.48
N -1.343 -0.027 -1.572 0.097 0.038 0.031 0.27
H 1.192 -2.221 0.126 0.003 -0.015 0.013 0.19
H -1.228 -2.640 -1.252 0.001 -0.011 -0.022 0.34
H 0.012 -3.843 -0.922 0.011 -0.002 -0.035 0.48
H -0.042 -3.086 -3.321 -0.008 0.018 0.006 0.40
H 1.526 -2.838 -2.573 0.004 0.014 0.036 0.39
H 0.815 -0.867 -3.926 -0.007 -0.012 0.002 0.65
H 1.141 -0.461 -2.267 -0.020 -0.019 0.028 -0.84
H -1.378 -0.661 -4.860 -0.008 0.002 -0.005 0.47
H -3.709 0.180 -4.615 -0.001 -0.002 0.000 0.41
H -4.498 0.843 -2.326 -0.003 0.001 -0.011 0.44
H -2.907 0.688 -0.448 0.002 0.005 -0.005 0.48
I -3.719 2.467 4.316 -0.055 -0.016 0.100 0.10
C -2.770 2.818 2.505 0.066 0.048 -0.129 -0.40
C -3.015 3.973 1.780 -0.009 -0.026 0.022 -0.15
C -2.344 4.146 0.581 0.010 -0.003 -0.014 -0.99
C -1.467 3.164 0.156 0.039 -0.021 -0.058 -0.20
N -1.233 2.050 0.852 0.031 -0.071 0.016 -0.20
C -1.869 1.884 2.015 0.003 -0.006 0.025 0.01
H -3.710 4.718 2.143 0.003 0.003 0.000 0.40
H -2.493 5.032 -0.020 -0.005 0.003 0.006 0.43
H -0.921 3.268 -0.773 -0.018 0.011 -0.003 0.38
H -1.622 0.979 2.555 0.001 -0.006 -0.007 0.31

104
Properties=species:S:1:pos:R:3:forces:R:3:mulliken_charge:R:1 method="wB97M-V/def2-TZVPD" e_homo_ha="-0.228 / -0.311" orbital_gap_ev="6.7 / 7.8" spin_multiplicity=5 lumo_energy_ev="0.46 / -0.72"
Rh 12.851 13.572 11.788 0.390 -0.336 0.134 0.13
O 12.983 16.590 12.633 -0.069 -0.420 0.363 0.60
C 14.196 17.211 12.532 0.117 0.194 -0.091 -0.41
C 14.357 18.511 12.998 0.139 0.991 -0.284 -0.18
C 15.558 19.198 12.777 -0.459 -1.049 0.566 -0.64
C 16.625 18.490 12.245 0.636 -0.031 -0.511 -1.10
C 16.502 17.140 11.906 -0.098 -0.079 0.028 0.00
C 15.266 16.476 12.015 0.342 0.510 0.177 -0.14
P 15.106 14.683 11.735 -0.266 0.075 0.134 2.05
C 16.506 14.063 12.721 0.420 -0.386 0.542 0.15
C 16.832 14.607 13.964 -0.215 0.307 0.295 -0.14
C 17.724 14.008 14.844 0.240 -0.013 0.132 -0.90
C 18.339 12.808 14.506 -0.487 0.525 -0.489 -0.54
C 18.027 12.263 13.264 1.252 -1.132 0.189 -0.71
C 17.156 12.870 12.401 -0.717 0.025 -0.429 -0.49
C 15.596 14.312 10.031 0.182 0.251 -0.144 1.22
C 15.242 13.048 9.559 -0.925 -0.027 1.380 -0.21
C 15.680 12.579 8.365 0.788 -1.400 -1.179 -0.59
C 16.562 13.331 7.597 -0.239 0.813 -0.877 -0.66
C 16.846 14.635 7.988 -0.477 0.274 0.953 -0.57
C 16.349 15.138 9.210 0.840 -0.124 -0.430 -0.66
C 11.870 17.102 12.040 -0.670 0.231 -0.402 0.49
C 11.851 18.322 11.373 -0.658 -0.292 -0.109 -1.19
C 10.655 18.798 10.835 0.623 0.336 0.444 -0.99
C 9.490 18.091 10.978 -0.305 -0.609 -0.105 -1.00
C 9.524 16.823 11.563 0.190 0.570 0.001 -0.11
C 10.699 16.313 12.098 0.356 0.436 -0.254 0.32
P 10.779 14.572 12.566 -0.230 -0.111 0.101 1.89
C 9.708 13.738 11.323 0.166 -0.230 0.164 0.30
C 8.365 13.512 11.569 -0.787 -0.331 -0.766 -0.25
C 7.543 12.896 10.602 0.794 0.681 0.581 -0.86
C 8.091 12.540 9.389 0.427 -0.505 -0.057 -0.57
C 9.454 12.673 9.163 0.192 0.269 0.450 -0.92
C 10.268 13.255 10.130 -0.140 0.287 -0.431 -0.26
C 9.862 14.448 14.154 0.735 -0.602 -0.173 0.18
C 9.803 13.177 14.724 -0.586 -0.259 0.336 -0.34
C 9.186 12.974 15.958 0.102 -0.168 -0.027 -0.61
C 8.661 14.050 16.659 -0.112 0.607 -0.127 -0.44
C 8.815 15.336 16.133 -0.426 0.053 0.208 -0.70
C 9.401 15.529 14.884 0.036 0.153 0.087 -0.63
H 13.521 19.065 13.434 0.198 -0.463 -0.104 0.62
H 15.670 20.220 13.120 -0.022 -0.072 -0.177 0.44
H 17.569 19.013 12.069 -0.231 -0.311 0.134 0.39
H 17.367 16.560 11.555 -0.339 0.445 0.218 0.57
H 16.349 15.502 14.325 -0.118 0.248 -0.179 0.30
H 17.926 14.499 15.803 -0.076 -0.255 -0.366 0.39
H 19.027 12.325 15.169 0.240 -0.186 0.241 0.43
H 18.519 11.325 12.923 -0.451 0.718 0.431 0.37
H 16.928 12.327 11.500 -0.092 0.133 -0.400 0.43
H 14.583 12.411 10.168 0.320 0.214 -0.216 -0.05
H 15.413 11.552 8.052 0.074 0.737 0.140 0.38
H 16.913 13.000 6.611 -0.089 -0.113 0.590 0.34
H 17.433 15.325 7.401 0.157 -0.233 -0.282 0.42
H 16.669 16.146 9.503 -0.422 -0.475 -0.072 0.31
H 12.736 18.898 11.231 0.453 0.201 0.014 0.57
H 10.646 19.779 10.366 0.037 -0.220 -0.065 0.37
H 8.588 18.496 10.553 -0.307 -0.077 0.042 0.43
H 8.637 16.212 11.602 -0.183 -0.023 -0.084 0.50
H 7.914 13.849 12.482 -0.090 0.030 0.399 0.45
H 6.501 12.741 10.805 -0.324 -0.019 0.070 0.44
H 7.510 12.073 8.620 -0.459 -0.097 -0.203 0.39
H 9.889 12.331 8.233 -0.008 0.055 0.020 0.45
H 11.309 13.442 9.878 -0.241 -0.056 0.108 0.23
H 10.156 12.315 14.176 0.258 -0.083 -0.075 0.46
H 9.134 11.975 16.390 -0.016 0.165 -0.202 0.37
H 8.091 13.923 17.585 0.456 -0.085 -0.250 0.39
H 8.419 16.191 16.691 0.203 -0.293 -0.272 0.38
H 9.510 16.512 14.457 -0.096 0.272 0.089 0.42
F 12.631 14.901 10.174 0.231 -0.236 0.314 -0.85
C 14.632 7.966 11.175 -0.229 0.482 -0.309 -0.95
Si 12.984 8.433 11.906 0.077 0.265 -0.004 -0.30
C 12.852 7.709 13.600 0.126 -0.384 0.356 -1.01
C 11.598 7.726 10.861 -0.132 0.401 -0.292 -0.97
C 12.926 10.256 12.079 -0.157 1.257 -0.388 -1.16
C 12.894 11.492 12.028 0.065 -0.620 -0.070 0.85
H 14.755 6.892 11.146 0.132 -0.318 -0.080 0.33
H 15.423 8.416 11.762 0.278 0.002 0.214 0.28
H 14.712 8.382 10.166 0.030 -0.176 0.000 0.28
H 12.950 6.625 13.549 -0.237 -0.176 -0.005 0.32
H 11.909 7.972 14.067 -0.271 -0.075 0.076 0.32
H 13.636 8.026 14.280 0.223 0.302 -0.007 0.33
H 11.580 6.644 11.009 0.067 -0.040 -0.248 0.30
H 11.668 7.983 9.784 0.096 -0.278 0.561 0.30
H 10.632 8.100 11.204 -0.033 0.063 0.063 0.31
C 14.631 12.381 15.316 0.238 -0.632 -0.627 -0.32
Si 13.274 13.501 15.908 -0.421 -0.192 0.138 -0.27
C 13.773 15.318 15.863 -0.758 -0.218 1.042 -0.24
C 12.517 12.875 17.532 0.262 0.087 0.189 0.66
C 12.108 13.694 18.583 0.199 0.806 0.121 -0.31
C 11.458 13.181 19.705 -0.413 0.581 -0.117 -0.52
C 11.126 11.850 19.832 1.079 -0.073 -1.023 -0.58
C 11.595 11.002 18.826 -0.414 0.428 0.300 -0.57
C 12.267 11.509 17.729 -0.133 -0.075 -0.245 -0.50
H 15.559 12.529 15.869 0.015 -0.078 0.301 0.39
H 14.907 12.600 14.266 -0.371 -0.197 0.399 -0.23
H 14.336 11.310 15.370 0.191 0.639 -0.057 0.23
H 14.626 15.525 16.511 0.124 0.048 -0.034 0.62
H 12.916 15.917 16.229 0.398 -0.103 -0.272 0.35
H 13.993 15.596 14.848 0.090 0.206 -0.449 -0.71
H 12.324 14.779 18.558 -0.240 -0.670 -0.033 0.27
H 11.120 13.866 20.457 0.026 0.335 0.361 0.37
H 10.613 11.472 20.687 -0.340 -0.148 0.402 0.45
H 11.370 9.958 18.894 0.092 -0.518 -0.087 0.40
H 12.569 10.810 16.976 0.178 -0.340 -0.415 0.39

In Ha, the calculated total energy values for the records above are, in order, -3358.05892 -345.57231 -2133.82394 -3443.24940.
In kJ/mol, the energy relative to the best compared isomer or geometry (same formula, charge and spin) values for the records above are, in order, 0.0 610.8 0.0 0.0.